The following is a DFT calculation (wB97M-V/def2-TZVPD) of an isolated ion of composition C14H30NO3 and charge +1.

Calculated values
HOMO: -11.79 eV
E_tot: -22630.5979 eV
LUMO level: -2.8 eV
SMILES: CCOCCCCC[C@@H]1[NH2+][C@H](C)CO[C@@H]1OCC
frontier orbital gap: 8.970 eV
net charge: +1

Each atom is followed by the atoms it is bonded to, with distances in Å.
Positions of all 48 atoms, in Å:
1 C 5.584 0.395 0.184  C2 1.523, H19 1.088, H20 1.089, H21 1.088
2 C 5.364 -0.915 -0.560  C1 1.523, O3 1.416, H22 1.087, H23 1.095
3 O 4.163 -0.933 -1.311  C2 1.416, C4 1.404
4 C 2.995 -1.081 -0.546  O3 1.404, C5 1.521, H24 1.099, H25 1.095
5 C 2.220 -2.319 -0.972  C4 1.521, C6 1.543, H26 1.089, H27 1.089
6 C 0.772 -2.267 -0.439  C5 1.543, C7 1.528, H28 1.089, H29 1.093
7 C -0.195 -1.843 -1.544  C6 1.528, C8 1.538, H30 1.091, H31 1.090
8 C -1.625 -1.461 -1.127  C7 1.538, C9 1.511, H32 1.093, H33 1.093
9 C -1.703 -0.719 0.187  C8 1.511, N10 1.503, C15 1.525, H34 1.089
10 N -3.127 -0.511 0.619  C9 1.503, C11 1.508, H35 1.019, H36 1.022
11 C -3.221 0.201 1.944  N10 1.508, C12 1.519, C13 1.533, H37 1.090
12 C -4.652 0.640 2.200  C11 1.519, H38 1.090, H39 1.088, H40 1.086
13 C -2.264 1.396 2.029  C11 1.533, O14 1.410, H41 1.091, H42 1.087
14 O -0.994 1.175 1.457  C13 1.410, C15 1.403
15 C -1.089 0.677 0.149  C9 1.525, O14 1.403, O16 1.393, H43 1.088
16 O -1.928 1.448 -0.653  C15 1.393, C17 1.445
17 C -1.308 2.512 -1.409  O16 1.445, C18 1.513, H44 1.090, H45 1.087
18 C -0.355 3.373 -0.609  C17 1.513, H46 1.088, H47 1.090, H48 1.086
19 H 5.150 1.225 -0.371  C1 1.088
20 H 5.141 0.386 1.179  C1 1.089
21 H 6.646 0.599 0.302  C1 1.088
22 H 6.172 -1.082 -1.267  C2 1.087
23 H 5.371 -1.757 0.139  C2 1.095
24 H 2.361 -0.193 -0.674  C4 1.099
25 H 3.232 -1.141 0.521  C4 1.095
26 H 2.720 -3.205 -0.584  C5 1.089
27 H 2.229 -2.387 -2.058  C5 1.089
28 H 0.496 -3.248 -0.055  C6 1.089
29 H 0.758 -1.559 0.392  C6 1.093
30 H 0.250 -1.036 -2.128  C7 1.091
31 H -0.284 -2.682 -2.233  C7 1.090
32 H -2.266 -2.345 -1.089  C8 1.093
33 H -2.047 -0.813 -1.898  C8 1.093
34 H -1.232 -1.259 1.006  C9 1.089
35 H -3.551 -1.432 0.729  N10 1.019
36 H -3.647 -0.020 -0.112  N10 1.022
37 H -2.937 -0.540 2.691  C11 1.090
38 H -4.962 1.373 1.455  C12 1.090
39 H -5.335 -0.207 2.176  C12 1.088
40 H -4.703 1.107 3.180  C12 1.086
41 H -2.743 2.277 1.599  C13 1.091
42 H -2.095 1.591 3.085  C13 1.087
43 H -0.082 0.614 -0.259  C15 1.088
44 H -0.822 2.068 -2.278  C17 1.090
45 H -2.140 3.113 -1.768  C17 1.087
46 H -0.133 4.263 -1.193  C18 1.088
47 H 0.598 2.872 -0.436  C18 1.090
48 H -0.782 3.652 0.350  C18 1.086

Atom charges from the Mulliken analysis, given in e for atoms 1 to 5:
1 C -1.046
2 C -0.265
3 O -0.420
4 C -0.225
5 C -0.878



The following is a DFT calculation (wB97M-V/def2-TZVPD) of C20H26O3 in the gas phase at a distorted geometry.

Calculated values
HOMO: -8.49 eV
E_tot: -27300.7892 eV
LUMO level: 0.7 eV
SMILES: CC[C@H](c1ccc(OC)cc1)[C@](O)(CC)c1ccc(OC)cc1
frontier orbital gap: 9.220 eV
net charge: 0

Each atom is followed by the atoms it is bonded to, with distances in Å.
Positions of all 49 atoms, in Å:
1 C 3.528 0.605 -1.431  C2 1.591, H24 1.103, H25 1.105, H26 1.106
2 C 2.386 1.641 -1.040  C1 1.591, C3 1.551, H27 1.084, H28 1.139
3 C 1.412 1.091 0.035  C2 1.551, C4 1.585, C12 1.600, H29 1.016
4 C 0.749 -0.239 -0.517  C3 1.585, C5 1.377, C11 1.367
5 C 0.139 -0.203 -1.751  C4 1.377, C6 1.387, H30 1.099
6 C -0.289 -1.226 -2.585  C5 1.387, C7 1.369, H31 1.116
7 C -0.109 -2.476 -2.054  C6 1.369, O8 1.394, C10 1.409
8 O -0.552 -3.564 -2.803  C7 1.394, C9 1.454
9 C 0.429 -3.994 -3.786  O8 1.454, H32 1.123, H33 1.091, H34 1.070
10 C 0.424 -2.637 -0.760  C7 1.409, C11 1.435, H35 1.067
11 C 0.881 -1.502 -0.010  C4 1.367, C10 1.435, H36 1.097
12 C 0.247 2.080 0.511  C3 1.600, O13 1.442, C14 1.492, C16 1.563
13 O -0.298 2.823 -0.599  C12 1.442, H37 0.957
14 C 0.769 3.173 1.382  C12 1.492, C15 1.514, H38 1.198, H39 1.094
15 C -0.260 4.163 1.883  C14 1.514, H40 1.065, H41 1.103, H42 1.118
16 C -0.799 1.231 1.304  C12 1.563, C17 1.388, C23 1.454
17 C -0.513 0.687 2.549  C16 1.388, C18 1.367, H43 1.095
18 C -1.371 -0.269 3.016  C17 1.367, C19 1.340, H44 1.105
19 C -2.468 -0.719 2.392  C18 1.340, O20 1.393, C22 1.391
20 O -3.110 -1.866 2.853  C19 1.393, C21 1.424
21 C -3.169 -2.997 1.990  O20 1.424, H45 1.160, H46 1.127, H47 1.161
22 C -2.907 -0.013 1.276  C19 1.391, C23 1.388, H48 1.036
23 C -2.088 0.944 0.694  C16 1.454, C22 1.388, H49 1.106
24 H 4.077 0.248 -0.543  C1 1.103
25 H 3.272 -0.321 -1.977  C1 1.105
26 H 4.245 1.243 -1.982  C1 1.106
27 H 1.926 1.930 -1.978  C2 1.084
28 H 2.898 2.530 -0.546  C2 1.139
29 H 2.112 0.898 0.745  C3 1.016
30 H -0.224 0.714 -2.236  C5 1.099
31 H -0.911 -1.080 -3.500  C6 1.116
32 H 1.098 -3.109 -3.954  C9 1.123
33 H -0.064 -4.267 -4.720  C9 1.091
34 H 1.064 -4.788 -3.453  C9 1.070
35 H 0.347 -3.587 -0.278  C10 1.067
36 H 1.181 -1.671 1.032  C11 1.097
37 H 0.307 3.527 -0.830  O13 0.957
38 H 1.209 2.802 2.432  C14 1.198
39 H 1.647 3.546 0.846  C14 1.094
40 H -1.038 3.563 2.294  C15 1.065
41 H -0.702 4.686 1.017  C15 1.103
42 H 0.161 4.932 2.576  C15 1.118
43 H 0.505 0.887 2.898  C17 1.095
44 H -0.911 -0.875 3.818  C18 1.105
45 H -3.544 -2.604 0.966  C21 1.160
46 H -3.481 -3.969 2.465  C21 1.127
47 H -2.059 -3.251 1.760  C21 1.161
48 H -3.812 -0.227 0.819  C22 1.036
49 H -2.335 1.514 -0.221  C23 1.106

Atom charges from the Mulliken analysis, given in e for atoms 1 to 5:
1 C -1.308
2 C -0.691
3 C -0.976
4 C 0.287
5 C 0.244



Question: LUMO level of number 2 (C20H26O3)?
Answer: 0.7 eV